# 1
Below is a structure of composition C10H9BrN3O2PtSbSe4, with properties calculated with ωB97M-V/def2-TZVPD.

```
31
Properties=species:S:1:pos:R:3:forces:R:3:nbo_charge:R:1
Pt -0.216 0.762 0.925 0.23 0.38 0.00 0.973
Br -3.911 1.022 1.076 -0.03 -0.01 -0.04 0.217
C -2.903 1.895 -0.263 0.00 0.02 -0.01 0.154
C -3.616 2.653 -1.172 0.01 0.01 0.01 -0.241
C -2.929 3.289 -2.193 0.01 -0.02 0.00 -0.085
C -1.556 3.124 -2.278 -0.02 0.03 0.01 -0.173
C -0.922 2.352 -1.333 0.02 -0.02 0.01 0.108
N -1.575 1.751 -0.309 -0.07 -0.19 -0.10 -0.497
C 0.566 2.098 -1.442 -0.01 0.04 0.02 0.736
O 1.220 2.605 -2.301 0.00 -0.04 0.00 -0.496
O 1.034 1.257 -0.532 0.02 0.05 -0.01 -0.728
H -4.689 2.736 -1.077 0.00 0.01 0.00 0.268
H -3.464 3.890 -2.916 0.00 0.00 0.01 0.264
H -0.953 3.570 -3.057 0.00 -0.01 0.00 0.286
Se -4.210 -2.789 1.778 0.00 0.00 0.01 0.105
Sb -1.824 -2.154 1.931 -0.11 -0.02 -0.09 0.781
Se -0.685 -1.647 -0.170 -0.02 -0.11 -0.04 -0.202
Se -0.684 -3.763 3.424 0.05 0.02 0.01 0.117
Se -1.583 0.245 2.843 -0.09 -0.04 0.24 0.054
C 4.911 -0.756 1.883 -0.02 0.01 0.01 -0.411
N 3.532 -0.367 2.198 0.01 0.01 -0.01 -0.288
C 3.028 -0.114 3.450 -0.01 -0.02 0.00 -0.035
C 1.723 0.218 3.286 0.00 -0.04 -0.02 -0.094
N 1.434 0.160 1.936 0.05 -0.04 -0.03 -0.514
C 2.555 -0.189 1.310 0.01 -0.04 0.02 0.234
H 5.522 -0.595 2.765 0.00 0.01 0.00 0.241
H 5.286 -0.136 1.073 0.00 0.00 -0.01 0.241
H 4.949 -1.805 1.601 0.00 0.00 0.00 0.234
H 3.635 -0.177 4.336 -0.01 0.01 -0.01 0.258
H 1.006 0.518 4.030 0.01 0.01 0.00 0.236
H 2.672 -0.282 0.244 0.00 0.00 0.01 0.259
```
Positions in Å, forces in eV/Å.

Computed properties:
net charge = +2
spin multiplicity = 5
HOMO level (spin up / spin down) = -15.06 / -15.55 eV
gap between HOMO and LUMO (spin up / spin down) = 6.855 / 5.767 eV

***

# 2
Below is the ion C11H20N5O2 with charge +1, with properties calculated with ωB97M-V/def2-TZVPD.

```
38
Properties=species:S:1:pos:R:3:forces:R:3:nbo_charge:R:1
C -0.997 1.432 4.932 0.09 0.38 -0.24 -0.632
C -1.200 2.203 3.629 0.02 -0.41 -0.06 0.114
H -0.228 2.510 3.224 -0.10 -0.09 0.02 0.173
C -1.940 1.344 2.570 0.05 0.23 0.19 -0.473
C -1.021 0.672 1.622 0.54 -0.33 0.23 0.115
C 0.170 -0.010 1.841 -0.43 0.27 -0.29 -0.043
N 0.598 -0.381 0.621 -0.61 0.39 0.48 -0.125
N -0.282 0.039 -0.291 0.32 -0.19 0.06 -0.163
N -1.240 0.667 0.298 -0.34 0.21 -0.05 -0.208
C 1.773 -1.133 0.256 0.48 -0.45 -0.28 -0.311
H 2.639 -0.478 0.130 -0.13 -0.02 0.04 0.227
C 1.429 -1.932 -1.009 0.17 0.17 0.29 0.679
O 1.042 -3.071 -0.927 -0.12 -0.27 0.22 -0.567
N 1.511 -1.286 -2.203 0.17 -0.04 -0.34 -0.446
C 1.854 0.097 -2.461 0.23 0.19 0.05 -0.228
H 2.010 0.637 -1.530 0.01 -0.05 -0.04 0.224
C 0.707 0.755 -3.257 0.46 0.32 -0.08 -0.246
H 0.612 1.806 -2.984 -0.07 -0.08 -0.04 0.245
H 0.876 0.690 -4.333 -0.10 0.00 0.08 0.224
N -0.529 0.033 -2.904 -0.45 0.22 0.41 -0.560
H -1.365 0.546 -3.184 0.13 -0.03 0.01 0.437
H -0.511 -0.022 -1.788 0.06 -0.12 -0.82 0.463
C -0.533 -1.331 -3.487 0.08 -0.63 -0.19 -0.238
C 0.884 -1.916 -3.347 -0.09 -0.29 -0.04 -0.251
H 0.841 -2.992 -3.174 -0.03 0.17 -0.12 0.279
H 1.490 -1.726 -4.234 -0.03 0.00 0.01 0.214
H -0.829 -1.293 -4.537 -0.06 0.11 0.09 0.228
H -1.254 -1.937 -2.937 0.01 0.12 0.00 0.239
H 2.782 0.142 -3.041 -0.12 0.10 0.05 0.228
H 1.990 -1.854 1.048 -0.08 0.12 -0.19 0.265
H 0.712 -0.238 2.733 0.17 -0.10 0.22 0.245
H -2.562 0.596 3.068 -0.07 0.04 0.00 0.229
H -2.594 1.994 1.987 0.05 -0.05 0.06 0.255
O -1.880 3.411 3.844 -0.27 0.33 0.15 -0.700
H -2.676 3.244 4.362 0.04 0.03 0.00 0.467
H -1.960 1.171 5.367 -0.10 -0.08 0.02 0.209
H -0.436 0.518 4.763 0.06 -0.19 0.03 0.200
H -0.455 2.049 5.644 0.05 0.00 0.06 0.232
```
Positions in Å, forces in eV/Å.

Computed properties:
relative energy (zero: lowest compared OMol25 entry of this formula, charge and spin) = 0.0 kcal per mole
net charge = +1
structure (SMILES) = C[C@H](O)Cc1cn(CC(=O)N2CC[NH2+]CC2)nn1
HOMO level = -12.65 eV
gap between HOMO and LUMO = 10.164 eV

***

# 3
Below is a cluster of 2 separate species, C6H14NO in total, with properties calculated with ωB97M-V/def2-TZVPD.

```
22
Properties=species:S:1:pos:R:3:forces:R:3:nbo_charge:R:1
C 1.085 -1.662 0.807 -0.66 0.51 -1.13 -0.133
O 1.035 -2.868 0.038 0.24 0.44 0.00 -0.714
C 1.128 -0.443 -0.082 1.10 0.00 0.71 -0.090
C 1.225 0.897 0.590 -0.33 0.21 0.02 -0.466
C 0.524 2.105 -0.077 -0.20 -0.75 -0.30 -0.427
C -1.972 2.580 -0.283 0.21 0.45 -0.05 -0.404
C -0.918 1.785 -0.364 0.36 -0.07 -0.29 -0.186
N -1.817 -1.552 -0.598 -1.40 0.80 -0.26 -1.099
H 1.979 -1.649 1.443 -0.15 -0.11 0.30 0.177
H 0.158 -1.593 1.379 0.27 -0.31 0.52 0.176
H 1.422 -2.630 -0.816 -0.09 -0.34 0.13 0.463
H 1.876 -0.564 -0.857 -0.21 -0.01 -0.71 0.150
H 0.822 0.805 1.601 0.19 0.06 0.17 0.200
H 2.295 1.140 0.625 -0.04 0.01 0.39 0.218
H 0.670 2.993 0.534 -0.05 0.12 -0.03 0.211
H 1.003 2.253 -1.051 0.08 0.22 0.02 0.209
H -2.956 2.272 -0.613 0.04 -0.09 0.09 0.202
H -1.853 3.618 0.023 -0.13 -0.13 0.16 0.186
H -1.011 0.789 -0.780 -0.38 -0.13 0.04 0.219
H -2.782 -1.781 -0.406 -0.01 -0.26 -0.35 0.360
H -1.470 -1.161 0.259 0.75 -0.45 -0.09 0.363
H -1.334 -2.290 -1.076 0.40 -0.17 0.67 0.384
```
Positions in Å, forces in eV/Å.

Computed properties:
relative energy (zero: lowest compared OMol25 entry of this formula, charge and spin) = 25.2 kcal per mole
spin multiplicity = 2
HOMO level (spin up / spin down) = -8.35 / -9.51 eV
gap between HOMO and LUMO (spin up / spin down) = 9.336 / 9.628 eV

***

# 4
Below is the molecule CH4N2O2S, with properties calculated with ωB97M-V/def2-TZVPD.

```
10
Properties=species:S:1:pos:R:3:forces:R:3:nbo_charge:R:1
C 0.028 1.714 0.540 -3.94 -2.56 1.40 -0.838
N -0.365 -2.049 -1.141 -0.23 0.57 1.17 0.013
N 0.290 -2.006 -2.044 0.81 -0.78 -1.72 -0.021
O 1.409 -0.461 1.218 1.89 -1.22 3.37 -0.964
O -0.583 -0.757 -0.169 0.14 1.65 0.83 -0.790
S 0.828 0.103 0.070 -2.93 1.28 -3.17 1.502
H 0.704 2.266 1.075 2.06 1.46 0.91 0.226
H -0.450 2.214 -0.259 0.24 0.50 -1.35 0.232
H -0.906 1.630 1.271 2.02 -0.62 -1.20 0.235
H -0.954 -2.653 -0.560 -0.07 -0.28 -0.23 0.405
```
Positions in Å, forces in eV/Å.

Computed properties:
relative energy (zero: lowest compared OMol25 entry of this formula, charge and spin) = 94.6 kcal per mole
HOMO level = -9.19 eV
gap between HOMO and LUMO = 9.836 eV

***

# 5
Below is a structure of composition C36H77BBrIN3O12P2, with properties calculated with ωB97M-V/def2-TZVPD.

```
133
Properties=species:S:1:pos:R:3:forces:R:3:lowdin_charge:R:1
C 4.386 1.222 0.680 -0.23 -0.43 0.32 -0.140
C 4.542 -0.238 -0.094 0.39 1.03 -1.22 -0.239
C 3.124 -0.839 -0.672 -0.05 -0.48 0.63 -0.218
C 2.133 -1.474 0.474 -0.21 -0.69 0.03 -0.206
C 0.907 -2.381 -0.202 0.01 0.56 0.44 -0.164
C -0.178 -1.421 -1.037 0.97 -1.49 -1.19 -0.234
C -1.478 -1.127 -0.176 1.13 -0.88 1.66 -0.248
C -2.720 -0.206 -0.650 0.18 -2.92 2.33 -0.521
Br -3.766 -1.416 -1.899 0.67 1.27 0.46 0.886
C -3.647 -0.172 0.715 1.16 -1.15 0.06 -0.186
B -5.272 -0.182 0.598 -3.20 0.81 0.40 -0.462
O -6.146 0.394 -0.437 1.87 0.85 1.67 0.013
N -6.053 -0.810 1.783 0.00 1.27 -1.49 -0.162
C -7.224 -1.631 1.299 -1.08 -1.17 1.25 -0.119
C -6.534 0.419 2.562 -0.14 1.05 0.56 -0.096
O -3.055 0.725 1.706 0.46 0.83 -1.27 -0.162
C -2.806 2.085 1.220 -1.08 -1.77 -1.57 -0.352
P -1.969 2.876 2.744 -3.95 2.16 7.59 0.707
O -3.182 3.218 3.755 4.36 -1.65 -4.46 -0.374
O -1.100 4.337 2.531 0.22 -2.71 1.23 -0.261
O -0.970 1.736 3.673 0.50 3.47 -3.29 -0.232
C -1.886 2.156 -0.181 0.76 1.15 4.43 -0.719
I 0.210 1.945 0.400 -0.47 -0.60 -0.49 1.208
P -2.058 4.048 -0.633 0.60 2.54 -2.70 0.917
N -3.193 4.916 0.413 0.04 -1.13 -0.09 -0.174
O -0.470 4.811 -0.373 -3.04 0.31 -0.03 -0.424
N -2.409 1.194 -1.232 -0.36 0.35 -0.07 -0.268
O -3.663 1.719 -1.453 -2.92 0.70 0.26 -0.045
C -1.829 1.137 -2.579 1.71 -1.39 -5.84 -0.182
C -1.232 2.411 -3.376 0.61 1.10 -1.53 -0.236
C 0.363 2.767 -3.109 0.65 -0.09 -0.58 -0.149
H 3.424 1.785 0.277 1.78 -1.19 0.83 0.034
H 5.292 1.951 0.458 -1.81 -1.75 0.62 0.085
H 4.307 1.018 1.853 0.14 0.78 -2.68 0.080
H 5.162 -0.998 0.546 -1.43 1.38 -1.10 0.108
H 5.210 -0.004 -1.056 -1.41 -0.67 1.99 0.110
H 3.337 -1.722 -1.447 -0.49 2.16 1.61 0.111
H 2.544 0.056 -1.181 1.23 -1.77 0.72 0.080
H 1.670 -0.637 1.184 1.01 -1.79 -1.48 0.072
H 2.732 -2.238 1.154 -1.08 1.71 -1.34 0.118
H 1.362 -3.166 -0.945 -0.80 1.61 1.44 0.105
H 0.366 -2.987 0.664 1.00 1.26 -1.86 0.116
H -0.475 -2.080 -1.987 0.45 1.60 1.85 0.123
H 0.451 -0.511 -1.428 -1.49 -1.54 0.86 0.054
H -1.110 -0.774 0.906 -0.96 -0.40 -2.35 0.131
H -1.949 -2.207 0.044 0.85 2.56 -0.63 0.131
H -3.470 -1.245 1.232 -0.25 2.37 -1.40 0.190
H -6.176 1.396 -0.407 0.26 -1.88 -0.25 0.119
H -7.804 -1.986 2.281 1.22 0.72 -2.10 0.111
H -8.015 -1.053 0.660 1.64 -1.05 0.87 0.101
H -6.850 -2.642 0.795 -0.77 2.38 0.81 0.103
H -5.619 1.035 2.990 -1.69 -1.33 -0.90 0.108
H -7.204 0.144 3.492 1.38 0.22 -1.96 0.114
H -7.170 1.156 1.883 1.07 -1.45 1.30 0.102
H -3.909 2.502 1.020 2.72 -0.18 0.58 0.156
H -0.632 4.534 3.418 -1.19 -0.45 -1.76 0.126
H -0.031 2.105 3.507 -1.74 -1.21 0.47 0.060
H -3.098 5.948 0.297 -0.03 -1.15 0.07 0.062
H -4.187 4.591 0.244 1.68 0.77 0.16 0.069
H -0.616 5.801 -0.580 0.13 -1.77 0.38 0.065
H -3.695 2.350 -2.205 0.82 -0.33 0.31 0.140
H -2.716 0.800 -3.320 1.78 0.54 2.23 0.147
H -1.022 0.300 -2.818 -1.70 1.58 1.57 0.154
H -1.229 2.095 -4.533 -0.31 0.19 2.72 0.137
H -1.928 3.382 -3.392 1.63 -2.20 0.42 0.097
H 0.536 3.783 -2.546 -0.44 -2.27 -0.80 0.066
H 0.917 1.852 -2.577 -1.30 2.15 -0.99 0.046
H 0.932 2.885 -4.153 -1.49 -0.24 2.19 0.095
C -0.287 10.082 -1.865 -0.27 0.49 -0.35 -0.175
C 0.369 9.868 -0.525 0.60 -0.06 0.26 -0.175
C -0.656 9.020 0.197 -0.22 0.08 0.54 -0.202
O -1.331 8.243 -0.802 0.13 -0.26 -0.01 -0.175
C -0.980 8.757 -2.094 -0.07 -0.30 -0.42 -0.205
H 0.416 10.339 -2.662 -0.12 -0.06 0.09 0.121
H -1.030 10.885 -1.791 0.10 -0.10 -0.07 0.122
H 1.298 9.301 -0.653 -0.07 0.09 0.06 0.119
H 0.603 10.796 0.003 -0.05 -0.16 -0.04 0.122
H -1.405 9.643 0.698 0.08 -0.01 0.05 0.122
H -0.203 8.355 0.937 -0.13 -0.01 -0.08 0.118
H -0.308 8.034 -2.569 0.00 0.06 -0.11 0.116
H -1.879 8.854 -2.709 0.03 -0.10 0.14 0.121
C 2.922 -2.451 -5.603 0.46 0.03 -0.46 -0.176
C 1.754 -3.318 -5.209 -0.62 -0.06 -0.10 -0.177
C 2.222 -3.901 -3.893 0.17 -0.37 0.26 -0.201
O 3.083 -2.926 -3.289 -0.14 -0.01 -0.38 -0.178
C 3.387 -1.919 -4.265 0.13 0.26 0.29 -0.208
H 2.662 -1.659 -6.310 0.06 -0.08 0.09 0.118
H 3.708 -3.070 -6.053 -0.08 0.13 0.03 0.122
H 0.867 -2.695 -5.047 0.02 -0.09 -0.03 0.111
H 1.504 -4.083 -5.949 0.02 0.08 0.13 0.120
H 2.806 -4.813 -4.047 -0.11 -0.03 -0.01 0.123
H 1.392 -4.128 -3.217 0.12 0.03 0.05 0.108
H 2.841 -1.011 -3.989 0.04 0.11 -0.04 0.109
H 4.458 -1.702 -4.249 -0.10 -0.04 0.12 0.124
C 2.978 -6.537 2.006 0.59 0.16 -0.24 -0.180
C 2.175 -6.381 3.271 -0.12 -0.33 0.56 -0.179
C 1.029 -5.505 2.813 -0.29 0.30 -0.05 -0.211
O 0.801 -5.808 1.430 0.20 0.00 0.16 -0.162
C 1.897 -6.599 0.950 -0.26 -0.24 -0.32 -0.204
H 3.628 -7.416 2.003 -0.09 0.11 -0.03 0.119
H 3.602 -5.648 1.851 -0.02 -0.12 -0.01 0.115
H 1.793 -7.358 3.591 0.04 0.13 0.02 0.120
H 2.739 -5.946 4.100 -0.10 -0.04 -0.09 0.118
H 1.288 -4.443 2.884 0.01 0.05 0.12 0.108
H 0.113 -5.680 3.385 0.02 0.04 -0.15 0.119
H 1.534 -7.623 0.813 0.09 0.00 -0.06 0.120
H 2.232 -6.215 -0.018 -0.13 0.02 0.05 0.114
C -3.968 -5.197 0.148 0.35 0.50 0.11 -0.193
C -5.279 -5.581 -0.489 -0.63 -0.01 0.17 -0.187
C -4.849 -6.631 -1.490 0.14 -0.29 -0.36 -0.203
O -3.694 -7.281 -0.942 -0.21 0.40 0.10 -0.131
C -3.234 -6.519 0.183 0.26 -0.44 0.14 -0.198
H -4.075 -4.743 1.136 0.03 -0.06 -0.06 0.116
H -3.434 -4.490 -0.499 0.01 -0.01 0.04 0.090
H -5.939 -6.029 0.263 0.03 0.08 -0.11 0.121
H -5.806 -4.742 -0.950 0.01 -0.10 0.01 0.106
H -4.557 -6.176 -2.442 -0.10 0.03 -0.06 0.116
H -5.632 -7.371 -1.683 0.17 0.01 0.00 0.121
H -3.477 -7.084 1.090 0.06 0.09 0.05 0.121
H -2.148 -6.399 0.127 -0.08 -0.11 -0.03 0.115
C 8.138 1.852 4.589 0.00 0.28 0.60 -0.180
C 8.529 0.548 3.942 0.52 -0.28 -0.30 -0.179
C 7.196 0.024 3.456 -0.35 -0.27 0.00 -0.204
O 6.383 1.167 3.156 0.31 -0.01 0.23 -0.175
C 7.028 2.335 3.682 -0.19 0.25 -0.31 -0.205
H 8.962 2.566 4.672 -0.13 -0.07 -0.01 0.118
H 7.744 1.664 5.595 0.06 0.07 -0.10 0.119
H 9.189 0.741 3.088 -0.05 -0.07 0.10 0.119
H 9.039 -0.143 4.618 -0.08 0.07 -0.10 0.118
H 6.687 -0.553 4.236 0.07 -0.09 -0.01 0.119
H 7.292 -0.604 2.565 -0.11 0.10 0.03 0.115
H 7.426 2.906 2.837 0.02 0.09 0.06 0.118
H 6.296 2.954 4.208 -0.02 -0.10 -0.11 0.118
```
Positions in Å, forces in eV/Å.

Computed properties:
net charge = +1
HOMO level = -10.89 eV
gap between HOMO and LUMO = 7.729 eV

***

# 6
Below is the ion HN5OS with charge -2, with properties calculated with ωB97M-V/def2-TZVPD.

```
8
Properties=species:S:1:pos:R:3:forces:R:3:nbo_charge:R:1
N 1.359 -2.395 1.616 0.67 -0.43 1.01 -0.405
N 0.050 -1.420 0.037 -0.96 -2.78 -3.01 -0.374
N -0.064 -0.223 0.539 1.35 0.89 2.28 -0.121
N 0.476 0.474 1.487 -0.75 0.65 -1.03 0.037
N 0.869 -2.425 0.546 0.25 0.97 0.51 0.000
O 0.078 1.757 1.409 0.14 -1.13 0.09 -0.759
S 1.099 -3.800 -0.769 -0.24 0.35 0.15 -0.731
H -0.736 0.183 -0.079 -0.45 1.48 -0.01 0.353
```
Positions in Å, forces in eV/Å.

Computed properties:
relative energy (zero: lowest compared OMol25 entry of this formula, charge and spin) = 72.1 kcal per mole
net charge = -2
HOMO level (spin up / spin down) = 1.26 / 1.26 eV
gap between HOMO and LUMO (spin up / spin down) = 5.431 / 5.430 eV

***

| no. | total energy (eV) |
| --- | --- |
| 1 | -360277.10470 |
| 2 | -23270.32277 |
| 3 | -9983.57967 |
| 4 | -19007.82247 |
| 5 | -165000.77485 |
| 6 | -20341.53115 |